# C25H32BiCl2N2O4P2S2

A molecular structure, C25H32BiCl2N2O4P2S2 (the ωB97M-V functional and the def2-TZVPD basis, OMol25).

CARTESIAN COORDINATES (ANGSTROEM)
Bi: 0.3807 -0.5419 0.2446
C: -3.5664 1.4461 -1.5801
P: -2.2626 0.2077 -1.1450
C: -3.2791 -1.3158 -1.4190
C: -1.2668 0.2743 -2.7179
C: -1.3891 -0.6925 -3.7147
C: -0.5641 -0.6742 -4.8257
C: 0.4170 0.2896 -4.9556
C: 0.5653 1.2606 -3.9845
C: -0.2685 1.2824 -2.8716
P: -0.1552 2.5439 -1.5527
C: -0.6457 4.0525 -2.5342
C: 1.6539 2.9334 -1.5506
H: -3.9344 1.2858 -2.5946
H: -3.1478 2.4455 -1.4902
H: -4.3849 1.3412 -0.8676
H: -3.9503 -1.2109 -2.2743
H: -3.8736 -1.4654 -0.5155
H: -2.6287 -2.1794 -1.5494
H: -2.1280 -1.4779 -3.6224
H: -0.6708 -1.4370 -5.5873
H: 1.0831 0.2776 -5.8091
H: 1.3533 1.9958 -4.0839
H: -0.0780 4.1303 -3.4630
H: -0.4459 4.9192 -1.9010
H: -1.7093 4.0318 -2.7694
H: 1.9686 3.3453 -2.5112
H: 2.2351 2.0414 -1.3254
H: 1.8411 3.6707 -0.7681
Cl: -1.2947 4.9653 6.0687
C: -1.1930 3.8478 4.7299
C: -2.3823 3.4606 4.0867
C: -2.3069 2.6251 3.0135
Cl: -3.7465 2.1285 2.1953
C: -1.0605 2.1096 2.4776
O: -1.0460 1.4266 1.4348
C: 0.1138 2.4805 3.2308
C: 1.4128 1.9741 2.8899
O: 1.7302 1.1959 1.9982
C: 0.0145 3.3624 4.3229
H: -3.3420 3.8166 4.4336
H: 2.2222 2.3527 3.5533
H: 0.9194 3.6557 4.8421
C: -2.0965 -4.2255 2.2270
C: -1.3264 -3.3065 1.3001
S: -1.1756 -1.6578 1.9494
C: -0.8558 -3.7051 0.1121
C: -1.0716 -5.0946 -0.4285
S: 0.0638 -2.6990 -1.0254
H: -2.3629 -3.6785 3.1283
H: -1.4924 -5.0908 2.5074
H: -3.0181 -4.5703 1.7541
H: -1.5578 -5.7420 0.2982
H: -0.1180 -5.5343 -0.7232
H: -1.6966 -5.0397 -1.3231
C: 4.2554 -1.8768 2.4028
C: 3.2134 -1.5596 1.3717
N: 1.9631 -1.6625 1.6602
O: 1.6564 -2.0925 2.9283
C: 3.5980 -1.1340 0.0480
C: 5.0305 -1.1566 -0.4088
N: 2.6397 -0.7096 -0.7373
O: 2.8558 -0.2830 -1.9132
H: 3.9020 -1.5144 3.3671
H: 5.2034 -1.4087 2.1551
H: 4.3960 -2.9563 2.4819
H: 0.6707 -2.0230 2.9494
H: 5.5138 -2.1044 -0.1692
H: 5.6018 -0.3390 0.0386
H: 5.0183 -1.0171 -1.4888

Computed properties:
Total charge ... -1
E_LUMO ... 2.67 eV
ΔE to the lowest compared entry with this formula, charge and spin ... 0.0 kcal per mole

***

# C25H32Br2N2P

2 unconnected molecules or ions with the total composition C25H32Br2N2P (the ωB97M-V functional and the def2-TZVPD basis, OMol25).

CARTESIAN COORDINATES (ANGSTROEM)
Br: -0.8822 -4.9175 -7.2776
C: -0.6818 -4.1409 -5.5720
C: -1.8125 -3.8008 -4.8032
C: -1.6667 -3.2716 -3.5262
C: -0.3906 -3.0818 -2.9628
C: -0.2009 -2.5602 -1.6296
C: 1.0477 -2.3370 -1.1569
C: 1.1976 -2.0100 0.2923
C: 2.5608 -1.9368 0.9444
C: 2.7281 -2.3084 2.2890
C: 4.0304 -2.3026 2.8690
C: 5.1139 -1.8312 2.1110
Br: 6.8535 -1.7593 2.8609
C: 4.9109 -1.3346 0.8104
C: 3.6167 -1.3561 0.2692
C: 0.7450 -3.3879 -3.7655
C: 0.5985 -3.9161 -5.0435
H: -2.8106 -3.9843 -5.1904
H: -2.5345 -2.9899 -2.9127
H: -1.1080 -2.3722 -1.0160
H: 1.9719 -2.2432 -1.7591
H: 0.4987 -2.5280 0.9297
H: 1.9116 -2.6476 2.8941
H: 4.1967 -2.6134 3.8820
H: 5.7147 -0.8783 0.2439
H: 3.4145 -0.9118 -0.7148
H: 1.7581 -3.2350 -3.3948
H: 1.4807 -4.1868 -5.6124
C: -0.6154 1.6412 4.6018
C: -0.2183 2.5597 3.4350
C: -0.5557 4.0352 3.7432
C: 1.2735 2.3722 3.1512
N: -0.9900 2.2261 2.2141
P: -0.8246 3.2403 0.8102
H: 0.7751 -1.0303 0.3200
N: -1.8269 2.0111 0.0658
C: -2.1028 2.0847 -1.3882
C: -3.1265 1.0197 -1.8115
C: -0.8061 1.8452 -2.1661
C: -2.6561 3.5058 -1.6273
C: -2.7671 1.5925 0.9847
C: -2.2742 1.7211 2.2516
H: -0.3924 0.5785 4.3990
H: -0.0372 1.9645 5.4810
H: -1.6797 1.7227 4.8748
H: -0.3265 4.6411 2.8505
H: -1.6417 4.0714 3.9081
H: -0.0100 4.4266 4.6156
H: 1.6426 2.9224 2.2755
H: 1.8357 2.6774 4.0454
H: 1.4888 1.3099 2.9840
H: -4.0890 1.1071 -1.2869
H: -3.3326 1.1751 -2.8804
H: -2.7551 -0.0092 -1.6711
H: 0.0272 2.4946 -1.8632
H: -0.4809 0.8051 -2.0296
H: -1.0203 1.9793 -3.2375
H: -1.9254 4.2358 -1.2438
H: -2.8677 3.7107 -2.6869
H: -3.5685 3.5858 -1.0209
H: -3.7053 1.1840 0.6461
H: -2.7092 1.4362 3.1975

Computed properties:
Total charge ... +1
E_LUMO ... -5.18 eV
ΔE to the lowest compared entry with this formula, charge and spin ... 34.5 kcal per mole

***

# C25H32BrGaN3O8

A molecular structure, C25H32BrGaN3O8 (the ωB97M-V functional and the def2-TZVPD basis, OMol25).

CARTESIAN COORDINATES (ANGSTROEM)
C: 4.5218 0.3910 -1.8281
C: 4.0890 1.3110 -3.1361
O: 3.3616 2.5064 -2.6818
C: 1.9848 2.1355 -2.2136
C: 0.9922 3.3207 -2.7600
O: -0.4435 3.0062 -2.7002
Ga: -0.8752 1.8369 -1.2687
C: -0.4666 -0.1604 -1.6085
C: -1.0999 -0.7789 -2.9885
C: -1.2723 0.2914 -4.2176
Br: 0.2594 -2.1517 -3.6440
H: 5.7104 0.3969 -1.7346
H: 4.2033 -0.7261 -1.9783
H: 4.0876 0.7927 -0.8184
H: 5.1143 1.6482 -3.6347
H: 3.5091 0.6756 -3.9458
H: 1.7409 1.1153 -2.7405
H: 2.0673 2.0678 -1.0409
H: 1.2507 3.4616 -3.9169
H: 1.2086 4.3913 -2.2780
H: -2.3869 1.9788 -0.7346
H: 0.0652 2.2819 -0.0141
H: -0.9771 -0.7625 -0.7128
H: 0.6966 -0.3928 -1.5060
H: -2.0953 -1.3775 -2.8438
H: -0.2839 0.9541 -4.3056
H: -2.1698 1.0167 -3.9817
H: -1.3944 -0.2123 -5.2883
C: -5.8041 2.0075 3.5058
C: -6.4581 0.7859 3.3385
C: -5.8675 -0.2259 2.5790
C: -4.6138 -0.0041 1.9926
C: -3.9585 1.2241 2.1526
C: -4.5604 2.2294 2.9120
N: -3.9761 -1.0727 1.2142
O: -4.5962 -2.1382 1.0799
O: -2.8530 -0.8501 0.7397
H: -6.2661 2.7914 4.1036
H: -7.4279 0.6210 3.8032
H: -6.3900 -1.1723 2.4581
H: -2.9874 1.4115 1.6990
H: -4.0583 3.1852 3.0446
C: 5.0780 3.3859 0.0363
C: 6.4058 3.7257 -0.2271
C: 7.2102 4.2447 0.7893
C: 6.6734 4.4157 2.0728
C: 5.3385 4.0825 2.3381
C: 4.5430 3.5670 1.3128
N: 7.5212 4.9369 3.1517
O: 8.6913 5.2378 2.8726
O: 7.0199 5.0423 4.2803
H: 4.4563 2.9763 -0.7580
H: 6.8152 3.5830 -1.2249
H: 8.2431 4.5046 0.5679
H: 4.9076 4.2147 3.3283
H: 3.5063 3.3025 1.5095
C: -3.3889 -5.0331 0.3861
C: -4.4338 -5.4037 1.2339
C: -4.4708 -6.6887 1.7788
C: -3.4490 -7.5972 1.4701
C: -2.4029 -7.2303 0.6131
C: -2.3782 -5.9434 0.0720
N: -3.4687 -8.9412 2.0600
O: -4.4210 -9.2340 2.7982
O: -2.5302 -9.7042 1.7895
H: -3.3614 -4.0283 -0.0319
H: -5.2187 -4.6892 1.4728
H: -5.2919 -6.9620 2.4379
H: -1.6061 -7.9270 0.3611
H: -1.5688 -5.6480 -0.5919

Computed properties:
Total charge ... -1
E_LUMO ... 0.96 eV

***

# C25H32ClCuNP2

A molecular structure, C25H32ClCuNP2 (the ωB97M-V functional and the def2-TZVPD basis, OMol25).

CARTESIAN COORDINATES (ANGSTROEM)
Cu: 0.0166 -0.0559 -0.8033
C: -0.8547 -1.8738 2.1461
P: -1.0866 -1.6869 0.3267
C: -2.5998 -2.6250 -0.1293
C: 0.0994 -3.1894 -0.0483
C: 1.5493 -2.9542 0.3867
P: 2.2221 -1.2899 -0.0699
C: 2.4978 -1.5643 -1.8730
C: 3.9638 -1.5317 0.4891
H: -0.6496 -2.9152 2.3994
H: -1.7362 -1.5434 2.6858
H: -0.0054 -1.2650 2.4664
H: -2.3728 -3.6629 -0.3732
H: -3.0815 -2.1461 -0.9817
H: -3.3061 -2.5922 0.7014
H: 0.0573 -3.3435 -1.1342
H: -0.2737 -4.1110 0.4144
H: 2.2331 -3.7032 -0.0319
H: 1.6318 -3.0332 1.4758
H: 3.1099 -2.4560 -2.0412
H: 2.9912 -0.6912 -2.3029
H: 1.5395 -1.6900 -2.3804
H: 4.3073 -2.5425 0.2485
H: 4.0410 -1.3756 1.5662
H: 4.6077 -0.8019 -0.0048
N: 1.6276 2.4592 0.8370
C: 2.6962 2.1633 -0.0054
C: 3.9568 1.8887 0.5258
C: 5.0421 1.6423 -0.3008
C: 4.8897 1.6734 -1.6796
C: 3.6345 1.9584 -2.2094
C: 2.5300 2.2000 -1.4027
C: 1.1947 2.5258 -1.9965
C: 1.0768 3.7125 -2.7263
C: -0.1327 4.0720 -3.3032
C: -1.2294 3.2339 -3.1375
C: -1.0939 2.0577 -2.4068
C: 0.1144 1.6534 -1.8086
H: 1.6762 1.9922 1.7297
H: 0.7279 2.3113 0.3959
H: 4.0799 1.8710 1.6038
H: 6.0089 1.4245 0.1382
H: 5.7311 1.4800 -2.3329
H: 3.4920 1.9844 -3.2844
H: 1.9444 4.3563 -2.8320
H: -0.2190 4.9948 -3.8649
H: -2.1892 3.4949 -3.5704
H: -1.9748 1.4320 -2.2959
Cl: -5.3062 -0.5339 -0.5177
C: -5.0012 -0.3957 1.2072
C: -6.0692 -0.6376 2.0564
C: -5.9189 -0.5084 3.4285
C: -4.6771 -0.1140 3.9225
C: -3.6217 0.1173 3.0624
C: -3.7176 -0.0294 1.6555
C: -2.5578 0.1073 0.7989
H: -7.0226 -0.9210 1.6283
H: -6.7529 -0.6979 4.0918
H: -4.5355 0.0195 4.9891
H: -2.6690 0.4435 3.4654
H: -2.8067 0.4088 -0.2175
H: -1.8288 0.8033 1.2239

Computed properties:
Total charge ... -1
E_LUMO ... 2.89 eV
ΔE to the lowest compared entry with this formula, charge and spin ... 17.0 kcal per mole